Entry 1:
Entry from the Open Molecules 2025 dataset: a molecular structure, C25H28Br54FINS in a non-equilibrium geometry (ωB97M-V/def2-TZVPD).

- spin multiplicity = 1
- HOMO level (eV) = -3.02
- net charge = -1
- E_LUMO (eV) = 0.75

Element x y z (Å)
F (-1.9947, 2.0226, 2.9289)
C (-0.5774, 1.7471, 2.8845)
C (-0.1194, 0.8949, 1.6331)
C (-0.5338, -0.6593, 1.6219)
C (-1.2403, -1.1084, 3.0073)
C (-0.1676, -1.3820, 4.1836)
C (0.0521, -2.9284, 4.5103)
I (-1.5362, -3.5112, 5.9363)
N (-1.6105, -0.9321, 0.5400)
C (-2.5830, -0.1245, 0.6416)
S (-3.8858, 0.9209, 0.6072)
H (-0.2359, 1.3547, 3.8914)
H (-0.0843, 2.7788, 2.7768)
H (1.0304, 0.9004, 1.6608)
H (-0.3734, 1.4363, 0.6552)
H (-1.6872, -2.1428, 2.7797)
H (-2.1136, -0.4618, 3.3257)
H (-0.4960, -0.7680, 5.0756)
H (0.8278, -0.9873, 3.7764)
H (-0.0494, -3.6038, 3.6146)
H (1.0535, -3.0593, 5.0436)
C (-1.5692, -1.9560, -3.4977)
Br (-0.8173, -2.5618, -5.1810)
Br (-0.5772, -0.4673, -2.7603)
Br (-3.4587, -1.5544, -3.6562)
H (-1.4772, -2.7791, -2.7931)
C (1.5269, 5.3169, 1.3225)
Br (0.0770, 6.4761, 0.7665)
Br (1.3214, 4.7563, 3.1649)
Br (1.7402, 3.8056, 0.1268)
H (2.4422, 5.8990, 1.2644)
C (-3.4889, 6.0993, -1.2218)
Br (-3.7463, 7.0406, 0.4533)
Br (-3.2867, 4.1921, -0.9457)
Br (-4.8948, 6.5007, -2.4960)
H (-2.5578, 6.4610, -1.6506)
C (5.3797, 5.1401, 3.2315)
Br (4.5938, 3.5618, 2.4237)
Br (4.2602, 6.7096, 3.0002)
Br (5.8294, 4.8461, 5.0937)
H (6.3106, 5.3357, 2.7060)
C (-5.4155, -2.6946, 2.1307)
Br (-4.3718, -1.1883, 1.4260)
Br (-5.3606, -2.7429, 4.0689)
Br (-7.2344, -2.7109, 1.4492)
H (-4.9378, -3.6095, 1.7782)
C (-2.3536, 4.1269, 6.1228)
Br (-3.5389, 2.6790, 5.6188)
Br (-0.6121, 3.4816, 6.6807)
Br (-2.2005, 5.4489, 4.7173)
H (-2.8021, 4.6190, 6.9815)
C (6.5539, 1.4245, -0.9681)
Br (5.5098, 0.2938, 0.2090)
Br (5.6269, 3.0737, -1.3869)
Br (8.3299, 1.7550, -0.2646)
H (6.6780, 0.8829, -1.9025)
C (-0.7697, -3.1439, -9.3384)
Br (-1.4306, -1.3230, -9.3549)
Br (0.6466, -3.3832, -8.0375)
Br (-2.2006, -4.4279, -9.0883)
H (-0.3382, -3.3349, -10.3174)
C (-0.6103, -0.5913, 9.2265)
Br (-1.8522, -0.0020, 7.8634)
Br (1.0329, -1.2729, 8.4567)
Br (-0.2701, 0.7955, 10.5394)
H (-1.0820, -1.4175, 9.7520)
C (-4.9514, -6.7232, 6.5194)
Br (-6.2032, -6.1453, 5.1608)
Br (-3.3064, -7.3942, 5.7424)
Br (-4.6086, -5.3353, 7.8315)
H (-5.4169, -7.5510, 7.0473)
C (6.2001, 6.2794, -3.6080)
Br (6.7443, 8.0126, -4.2846)
Br (4.3119, 6.2385, -3.1697)
Br (6.6918, 4.8479, -4.8196)
H (6.7453, 6.1137, -2.6821)
C (6.9867, 3.7816, 8.8909)
Br (7.5423, 5.5154, 8.2245)
Br (5.0967, 3.7475, 9.3165)
Br (7.4769, 2.3538, 7.6757)
H (7.5258, 3.6094, 9.8187)
C (-3.3947, 0.5380, -12.9771)
Br (-1.8435, 1.6449, -12.6255)
Br (-2.9021, -1.3100, -13.2894)
Br (-4.7272, 0.7011, -11.5795)
H (-3.8479, 0.9060, -13.8937)
C (-1.0566, -6.6053, -6.0909)
Br (-0.4248, -6.8715, -4.2788)
Br (0.3551, -6.8686, -7.3924)
Br (-2.6077, -7.7000, -6.4819)
H (-1.3718, -5.5664, -6.1691)
C (-0.4396, -6.3984, 1.9127)
Br (-1.2257, -7.9741, 1.0995)
Br (-1.5778, -4.8439, 1.7117)
Br (0.0447, -6.7136, 3.7659)
H (0.4815, -6.1891, 1.3750)
C (1.7617, 4.3358, -12.1781)
Br (0.3290, 5.5240, -12.7187)
Br (1.5447, 3.7317, -10.3500)
Br (1.9642, 2.8502, -13.4060)
H (2.6837, 4.9097, -12.2172)
C (9.7293, -2.5248, -0.7625)
Br (10.7538, -1.0487, -1.4881)
Br (9.7722, -2.5459, 1.1747)
Br (7.9145, -2.5421, -1.4425)
H (10.2056, -3.4407, -1.1020)
C (-10.1746, -4.7323, -0.9461)
Br (-11.8521, -5.6715, -1.1986)
Br (-9.2621, -4.4234, -2.6274)
Br (-10.4124, -3.0912, 0.0547)
H (-9.5344, -5.3781, -0.3503)

Entry 2:
Entry from the Open Molecules 2025 dataset: a gas-phase ion, C4H10NOS (charge +1) in a non-equilibrium geometry (ωB97M-V/def2-TZVPD).

- structure (SMILES) = C[C@@]1(CO)S[C@H]1[NH3+]
- spin multiplicity = 1
- HOMO level (eV) = -13.32
- ΔE to the lowest compared entry with this formula, charge and spin (kJ/mol) = 267.12
- net charge = +1
- E_LUMO (eV) = -3.66

Element x y z (Å)
C (1.5685, 0.3988, 0.6012)
C (0.1479, 0.0628, 0.6147)
C (-0.2266, -1.3457, 1.0201)
O (-0.2831, -1.9808, -0.2242)
S (-0.9924, 1.3013, 1.2300)
C (-0.9049, 0.4573, -0.4250)
N (-0.6800, 1.3982, -1.6360)
H (2.0438, 0.0900, 1.5363)
H (1.9537, 1.4609, 0.4458)
H (2.0944, -0.3175, -0.1303)
H (-1.3670, -1.4046, 1.4593)
H (0.4537, -1.7329, 1.7710)
H (-0.1511, -2.9449, -0.2044)
H (-1.6693, -0.3719, -0.6098)
H (-0.7766, 2.3294, -1.1790)
H (-1.5133, 1.3701, -2.2245)
H (0.3022, 1.2295, -2.0452)